No. 1
The following is a DFT calculation (ωB97M-V/def2-TZVPD) of an isolated molecule of C5H6ClNO at a distorted geometry.

Energy (eV): -21339.278
Multiplicity: 1
LUMO level (eV): 0.32
Net charge: 0
ΔE to the lowest compared entry with this formula, charge and spin (kcal per mole): 73.89
Gap between HOMO and LUMO (eV): 9.3
Structure (SMILES): C=CC(/C=C/Cl)=N/O

XYZ file:
```
14
Properties=species:S:1:pos:R:3:lowdin_charge:R:1
C -0.384 0.333 0.179 -0.3131
C -1.540 -0.632 0.113 -0.1380
C -1.599 -1.915 -0.144 0.0030
C 0.948 -0.158 0.334 -0.1424
C 2.085 0.406 -0.111 -0.5407
H -0.108 3.214 -0.380 0.1042
H -2.476 -0.091 0.249 0.0990
H -0.668 -2.492 -0.306 0.0666
H -2.558 -2.453 -0.256 0.0686
H 1.060 -1.138 0.865 0.1204
H 2.130 1.362 -0.659 0.0767
N -0.743 1.555 0.024 0.0262
O 0.267 2.450 0.058 -0.0436
Cl 3.585 -0.441 0.033 0.6133
```

=====

No. 2
The following is a DFT calculation (ωB97M-V/def2-TZVPD) of an isolated ion of composition C30H28N3 and charge +1 at a distorted geometry.

Energy (eV): -36028.689
Multiplicity: 1
LUMO level (eV): -2.72
Net charge: +1
ΔE to the lowest compared entry with this formula, charge and spin (kcal per mole): 0.00
Gap between HOMO and LUMO (eV): 7.5
Structure (SMILES): Cc1cc2[nH]c[n+](C3(c4ccc(N(C)C)cc4)c4ccccc4-c4ccccc43)c2cc1C

XYZ file:
```
61
Properties=species:S:1:pos:R:3:lowdin_charge:R:1
C -5.960 -0.228 2.706 -0.0704
N -4.802 0.054 3.555 -0.2214
C -5.227 0.368 4.937 -0.0587
C -3.451 -0.021 3.151 -0.2198
C -2.921 0.912 2.209 0.0116
C -1.556 0.963 1.923 -0.0672
C -0.700 -0.040 2.397 -0.1536
C 0.830 -0.007 1.982 -0.2268
C 1.652 -1.221 2.439 -0.0945
C 2.924 -0.744 2.815 -0.0949
C 3.835 -1.606 3.417 0.0048
C 3.547 -2.982 3.390 -0.0563
C 2.287 -3.447 2.999 -0.0555
C 1.279 -2.548 2.593 -0.0308
C 2.879 0.743 2.888 -0.1320
C 1.575 1.171 2.563 -0.1080
C 1.112 2.448 2.839 -0.0011
C 2.050 3.392 3.254 -0.0547
C 3.368 2.993 3.544 -0.0520
C 3.751 1.638 3.481 -0.0091
C -1.209 -0.982 3.297 -0.0285
C -2.552 -0.988 3.658 0.0148
H -5.708 -0.223 1.650 0.0813
H -6.390 -1.194 2.954 0.0803
H -6.721 0.539 2.895 0.0811
H -4.474 0.935 5.479 0.0851
H -6.151 0.952 4.881 0.0778
H -5.464 -0.548 5.501 0.0834
H -3.587 1.667 1.770 0.1236
H -1.176 1.831 1.357 0.1237
H 4.692 -1.197 3.916 0.1095
H 4.293 -3.708 3.720 0.1120
H 2.021 -4.511 3.050 0.1146
H 0.264 -2.909 2.474 0.1073
H 0.056 2.702 2.766 0.1064
H 1.732 4.423 3.393 0.1108
H 4.094 3.753 3.865 0.1135
H 4.689 1.273 3.898 0.1181
H -0.559 -1.693 3.796 0.1053
H -2.866 -1.754 4.358 0.1203
C 4.949 2.569 -1.545 -0.0297
C 3.653 1.816 -1.594 -0.2104
C 3.072 1.407 -0.399 0.0681
C 1.887 0.662 -0.455 -0.0484
C 1.298 0.448 -1.697 -0.1601
C 1.852 0.845 -2.902 0.0503
C 3.086 1.541 -2.850 -0.2012
C 3.722 1.934 -4.148 -0.0475
N 0.103 -0.287 -1.480 0.1859
C 0.001 -0.523 -0.180 -0.0063
N 1.002 0.031 0.537 0.1267
H 5.260 2.852 -2.562 0.0689
H 4.878 3.493 -0.951 0.0972
H 5.760 1.971 -1.105 0.0983
H 3.465 1.634 0.581 0.1159
H 1.329 0.575 -3.846 0.1387
H 3.093 1.632 -4.991 0.0828
H 3.865 3.014 -4.223 0.0934
H 4.694 1.453 -4.290 0.0974
H -0.565 -0.570 -2.163 0.1715
H -0.813 -0.996 0.312 0.1584
```

=====

No. 3
The following is a DFT calculation (ωB97M-V/def2-TZVPD) of C38H35F6N3O6PdS4 as an isolated structure.

Energy (eV): -119839.590
Multiplicity: 3
⟨S²⟩: 2.01
LUMO level (spin up / spin down) (eV): -5.61 / -7.34
Net charge: +2
ΔE to the lowest compared entry with this formula, charge and spin (kcal per mole): 14.62
Gap between HOMO and LUMO (spin up / spin down) (eV): 7.2 / 5.5

XYZ file:
```
93
Properties=species:S:1:pos:R:3:mulliken_spin:R:1
Pd 1.357 -0.614 -1.529 1.3116
F 3.576 -1.621 -3.900 0.0000
C 4.685 -0.947 -3.515 0.0004
F 5.543 -1.829 -3.020 0.0000
F 5.201 -0.338 -4.556 0.0000
S 4.250 0.240 -2.173 -0.0103
O 3.627 -0.626 -1.158 0.0575
O 5.429 0.934 -1.801 0.0095
N 3.132 1.036 -2.942 0.0180
S 2.289 2.198 -2.275 0.0053
O 2.965 3.410 -1.987 0.0093
O 1.426 1.634 -1.222 0.0518
C 1.167 2.494 -3.712 -0.0023
F 1.866 2.793 -4.786 0.0001
F 0.354 3.494 -3.409 0.0000
F 0.441 1.392 -3.945 0.0025
C -7.417 -1.286 -2.301 -0.0001
C -5.966 -1.241 -1.916 0.0004
C -5.571 -1.468 -0.599 0.0005
C -4.237 -1.404 -0.233 -0.0008
C -3.292 -1.094 -1.201 0.0079
C -3.649 -0.874 -2.523 -0.0002
C -4.987 -0.955 -2.869 -0.0001
S -1.621 -0.961 -0.653 0.0063
O -0.758 -1.113 -1.934 0.0965
C -1.507 0.763 -0.257 0.0100
C -1.812 1.713 -1.257 -0.0141
C -1.692 3.034 -0.967 0.0012
C -1.228 3.462 0.305 0.0004
C -1.065 4.836 0.595 0.0002
C -0.620 5.238 1.821 -0.0005
C -0.321 4.284 2.817 0.0009
C -0.474 2.950 2.568 0.0011
C -0.928 2.503 1.302 0.0032
C -1.090 1.115 1.002 -0.0057
C -0.919 0.113 2.096 0.0079
C -1.953 0.032 3.082 0.0019
C -3.139 0.806 2.987 0.0016
C -4.114 0.702 3.936 -0.0010
C -3.959 -0.173 5.034 0.0019
C -2.834 -0.936 5.148 -0.0015
C -1.810 -0.859 4.174 0.0014
C -0.650 -1.666 4.268 0.0047
C 0.311 -1.620 3.308 0.0142
C 0.161 -0.721 2.226 0.0463
S 1.480 -0.867 1.023 0.1485
O 1.925 -2.282 1.072 0.0458
C 2.763 0.168 1.645 0.0178
C 3.961 -0.430 2.001 0.0143
C 4.999 0.382 2.428 -0.0003
C 4.857 1.767 2.482 0.0180
C 5.989 2.645 2.927 -0.0005
C 3.634 2.333 2.110 -0.0042
C 2.582 1.546 1.687 0.0136
H -7.981 -1.950 -1.648 0.0000
H -7.545 -1.619 -3.329 0.0000
H -7.858 -0.290 -2.220 0.0000
H -6.318 -1.707 0.149 0.0001
H -3.938 -1.586 0.794 0.0003
H -2.892 -0.659 -3.266 0.0006
H -5.282 -0.791 -3.898 0.0000
H -2.139 1.383 -2.234 -0.0012
H -1.936 3.782 -1.709 -0.0003
H -1.297 5.563 -0.173 0.0000
H -0.496 6.291 2.036 0.0000
H 0.027 4.614 3.787 0.0000
H -0.243 2.226 3.340 0.0014
H -3.272 1.486 2.155 0.0005
H -5.013 1.298 3.853 0.0000
H -4.736 -0.235 5.783 0.0001
H -2.708 -1.612 5.983 -0.0002
H -0.542 -2.335 5.112 0.0007
H 1.183 -2.257 3.358 -0.0033
H 4.077 -1.503 1.934 0.0007
H 5.941 -0.068 2.712 0.0008
H 6.899 2.072 3.092 -0.0001
H 5.735 3.156 3.856 0.0014
H 6.197 3.412 2.179 0.0011
H 3.513 3.409 2.139 0.0001
H 1.650 2.001 1.376 -0.0032
N 0.889 -5.756 -3.869 0.0015
C 1.457 -5.039 -2.665 0.0072
C 1.066 -3.563 -2.697 -0.0118
N 1.747 -2.799 -1.661 0.1203
H 1.118 -6.753 -3.852 0.0001
H 1.260 -5.370 -4.741 0.0000
H -0.131 -5.676 -3.906 -0.0001
H 2.537 -5.172 -2.703 0.0008
H 1.069 -5.549 -1.785 0.0002
H -0.009 -3.438 -2.556 -0.0006
H 1.321 -3.131 -3.668 0.0057
H 2.760 -2.833 -1.755 0.0001
H 1.537 -3.095 -0.704 -0.0135
```

=====

No. 4
The following is a DFT calculation (ωB97M-V/def2-TZVPD) of C3H5I2N as an isolated structure at a distorted geometry.

Energy (eV): -20879.968
Multiplicity: 1
LUMO level (spin up / spin down) (eV): -1.74 / -3.35
Net charge: 0
ΔE to the lowest compared entry with this formula, charge and spin (kcal per mole): 52.37
Gap between HOMO and LUMO (spin up / spin down) (eV): 7.2 / 4.6

XYZ file:
```
11
Properties=species:S:1:pos:R:3:lowdin_charge:R:1
C -0.266 0.359 0.888 -0.2898
C 1.541 -0.217 -0.832 -0.1217
C 0.121 0.074 -0.350 -0.3903
N -0.486 0.886 1.951 0.2335
I -4.023 0.827 -0.290 0.0383
I -0.986 -2.502 -0.040 0.1823
H 1.920 0.705 -1.401 0.1172
H 2.127 -0.363 0.017 0.0455
H 1.693 -1.173 -1.238 0.0304
H -0.375 0.400 -1.231 0.0830
H -1.267 1.003 2.527 0.0717
```

=====

No. 5
The following is a DFT calculation (ωB97M-V/def2-TZVPD) of C15H19ClIN3OPYb as an isolated structure at a distorted geometry.

Energy (eV): -83806.990
Multiplicity: 2
⟨S²⟩: 0.75
LUMO level (spin up / spin down) (eV): -8.46 / -9.24
Net charge: +2
ΔE to the lowest compared entry with this formula, charge and spin (kcal per mole): 0.00
Gap between HOMO and LUMO (spin up / spin down) (eV): 6.0 / 5.2

XYZ file:
```
42
Properties=species:S:1:pos:R:3:mulliken_spin:R:1
C 0.769 -1.473 -2.443 -0.0012
I 0.422 2.125 -1.570 -0.0027
H -0.324 -1.414 -2.746 0.0000
H 0.884 -2.087 -1.527 -0.0002
H 1.280 -2.017 -3.261 -0.0001
Yb -1.404 -0.082 -1.136 0.9956
P -0.137 0.232 -4.547 0.0010
C 1.374 0.791 -5.382 0.0004
C -0.701 -1.050 -5.714 0.0001
H -2.207 1.403 -4.205 -0.0003
H -1.505 1.742 -5.846 0.0000
H -0.833 2.539 -4.358 0.0000
C -1.288 1.627 -4.773 0.0006
H -1.662 -1.460 -5.367 -0.0001
H -0.812 -0.614 -6.717 0.0002
H 1.159 0.931 -6.454 0.0001
H 2.162 0.034 -5.257 0.0000
H 0.031 -1.872 -5.747 0.0000
H 1.717 1.732 -4.932 0.0000
C 1.443 -0.096 -2.249 -0.0002
O 2.614 0.092 -2.276 0.0003
Cl -3.484 -0.361 -2.380 0.0071
N -0.399 1.749 9.360 0.0000
C -0.220 1.412 8.253 0.0001
C -0.036 0.994 6.886 0.0001
C -0.771 1.624 5.869 0.0000
C -0.665 1.171 4.547 0.0001
C 0.166 0.081 4.249 -0.0002
C 0.928 -0.527 5.259 0.0001
C 0.852 -0.053 6.577 -0.0001
N 0.118 -0.502 2.973 0.0003
C 0.580 -1.777 2.624 0.0008
C 0.173 -2.000 1.339 -0.0008
N -0.519 -0.879 0.891 -0.0018
C -0.490 0.031 1.867 0.0011
H -1.434 2.459 6.122 0.0000
H -1.273 1.625 3.769 0.0000
H 1.563 -1.385 5.036 0.0000
H 1.466 -0.501 7.370 0.0000
H 1.136 -2.379 3.309 0.0000
H 0.240 -2.899 0.744 -0.0001
H -0.912 1.034 1.844 0.0000
```

=====

No. 6
The following is a DFT calculation (ωB97M-V/def2-TZVPD) of C13H7BeF3I2N2O4S as an isolated structure.

Energy (eV): -60357.907
Multiplicity: 1
LUMO level (eV): -1.26
Net charge: 0
ΔE to the lowest compared entry with this formula, charge and spin (kcal per mole): 0.00
Gap between HOMO and LUMO (eV): 7.5

XYZ file:
```
33
Properties=species:S:1:pos:R:3:lowdin_charge:R:1
Be 0.300 0.275 0.037 -0.2012
F 3.043 2.149 3.714 0.1425
C 3.567 2.521 2.538 -0.6040
F 4.864 2.806 2.757 0.1336
F 2.972 3.665 2.174 0.1447
C 3.417 1.451 1.492 -0.1012
C 4.516 0.918 0.849 0.0241
C 4.360 -0.059 -0.137 -0.0370
C 3.085 -0.472 -0.455 -0.0745
N 2.019 0.018 0.180 -0.0165
C 2.151 0.962 1.142 -0.6320
S 0.612 1.457 1.704 0.7857
H 5.505 1.272 1.106 0.1274
H 5.215 -0.472 -0.650 0.1079
H 2.891 -1.211 -1.222 0.1286
O -1.677 -0.742 -1.934 -0.1742
C -1.055 0.300 -2.138 -0.5430
O -0.189 0.810 -1.330 -0.0663
C -1.289 1.068 -3.399 -0.1054
C -2.187 0.578 -4.342 0.0063
C -2.429 1.286 -5.509 -0.0425
C -1.780 2.489 -5.738 0.0111
C -0.891 2.956 -4.787 -0.1265
C -0.630 2.268 -3.618 0.0755
N -0.197 4.231 -5.028 -0.3552
O 0.602 4.601 -4.196 0.0883
O -0.483 4.843 -6.036 0.0806
H -2.689 -0.357 -4.140 0.1228
H -3.126 0.903 -6.241 0.1114
H -1.950 3.067 -6.635 0.1215
H 0.066 2.661 -2.892 0.1328
I -1.095 -1.811 0.307 0.6407
I -0.124 -2.578 2.685 0.0938
```

=====

No. 7
The following is a DFT calculation (ωB97M-V/def2-TZVPD) of an isolated ion of composition C10H12NO and charge +1 at a distorted geometry.

Energy (eV): -14092.434
Multiplicity: 1
LUMO level (eV): -4.94
Net charge: +1
ΔE to the lowest compared entry with this formula, charge and spin (kcal per mole): 61.36
Gap between HOMO and LUMO (eV): 8.3
Structure (SMILES): C[N+]1=C(c2ccccc2)CCO1

XYZ file:
```
24
Properties=species:S:1:pos:R:3:lowdin_charge:R:1
C -3.515 0.198 -0.084 -0.0124
C -2.668 1.236 0.250 -0.0324
C -2.904 -1.080 -0.359 -0.0393
C -1.243 1.099 0.315 0.0031
C -1.531 -1.271 -0.281 0.0030
C -0.660 -0.142 0.050 -0.1411
C 0.766 -0.345 0.166 -0.0036
C 1.570 -1.599 0.493 -0.0527
C 2.934 -1.231 -0.053 -0.1360
C 1.439 2.072 -0.393 -0.0085
N 1.662 0.704 -0.126 -0.0417
O 2.984 0.197 0.023 -0.0236
H -4.596 0.333 0.088 0.1290
H -3.032 2.199 0.379 0.0931
H -3.443 -2.004 -0.596 0.1178
H -0.809 1.879 0.767 0.0635
H -1.104 -2.253 -0.525 0.1190
H 1.769 -1.639 1.531 0.1207
H 1.284 -2.693 0.224 0.1776
H 3.707 -1.604 0.547 0.1238
H 2.956 -1.529 -1.142 0.1550
H 1.092 2.544 0.528 0.0998
H 0.838 2.453 -1.268 0.1430
H 2.503 2.476 -0.535 0.1429
```

=====

No. 8
The following is a DFT calculation (ωB97M-V/def2-TZVPD) of a 4-piece molecular cluster, C20H30F10NO7S2 overall at a distorted geometry.

Energy (eV): -85891.817
Multiplicity: 1
LUMO level (eV): 2.47
Net charge: -1
Gap between HOMO and LUMO (eV): 8.2

XYZ file:
```
70
Properties=species:S:1:pos:R:3:lowdin_charge:R:1
C 2.890 1.834 3.542 0.1418
C 2.441 1.639 2.443 -0.1052
C 1.885 1.417 1.101 -0.4100
N 0.671 2.181 0.992 0.0316
C -0.057 2.064 -0.270 -0.1902
C -1.527 2.475 -0.156 -0.0577
C -2.443 1.828 0.872 -0.4496
F -3.357 2.803 1.242 0.0760
F -1.858 1.442 2.008 0.1419
C -3.401 0.692 0.392 -0.4434
F -4.168 0.336 1.424 0.1311
F -4.207 1.193 -0.550 0.1214
S -2.594 -0.877 -0.308 0.7704
F -3.111 -1.762 0.897 -0.1328
F -3.943 -1.211 -1.099 -0.1504
F -2.080 -0.041 -1.556 -0.1207
F -1.268 -0.602 0.467 -0.0907
F -1.956 -2.171 -0.948 -0.1063
C 1.631 -0.154 0.870 -0.7304
O 1.469 -0.791 1.897 0.0296
O 1.596 -0.470 -0.305 -0.0012
S 3.245 1.946 -0.050 0.6822
O 2.779 2.296 -1.355 -0.2672
O 4.314 1.000 0.005 -0.2570
F 3.795 3.252 0.646 -0.1738
H 3.163 2.005 4.555 0.0250
H 0.836 3.152 1.226 0.1318
H 0.065 1.073 -0.693 0.0964
H 0.370 2.740 -1.017 0.1122
H -1.578 3.545 0.048 0.1293
H -1.973 2.345 -1.141 0.1207
C -6.432 -4.952 1.118 -0.1683
C -5.515 -3.822 0.651 -0.1748
C -6.474 -2.958 -0.150 -0.2046
O -7.766 -3.113 0.449 -0.1407
C -7.737 -4.204 1.370 -0.2132
H -6.070 -5.479 1.999 0.1094
H -6.565 -5.681 0.315 0.1107
H -5.141 -3.256 1.506 0.1088
H -4.661 -4.158 0.067 0.1145
H -6.538 -3.295 -1.191 0.1197
H -6.197 -1.905 -0.145 0.1052
H -7.767 -3.801 2.389 0.1148
H -8.622 -4.823 1.218 0.1117
C 3.550 -4.631 0.156 -0.1721
C 3.095 -3.448 1.009 -0.1655
C 2.534 -4.150 2.232 -0.1926
O 3.290 -5.368 2.386 -0.1571
C 4.068 -5.598 1.214 -0.2297
H 4.304 -4.372 -0.586 0.1071
H 2.694 -5.067 -0.365 0.1092
H 3.955 -2.835 1.286 0.1225
H 2.368 -2.800 0.527 0.0934
H 1.480 -4.411 2.091 0.1160
H 2.623 -3.556 3.140 0.1152
H 5.122 -5.399 1.445 0.1099
H 3.972 -6.647 0.923 0.1067
C 4.950 5.530 -3.238 -0.1681
C 3.810 6.028 -4.123 -0.1744
C 2.591 5.602 -3.315 -0.2099
O 2.977 5.650 -1.943 -0.1450
C 4.394 5.789 -1.844 -0.2055
H 5.899 6.036 -3.414 0.1071
H 5.099 4.459 -3.387 0.1163
H 3.847 7.117 -4.207 0.1083
H 3.817 5.609 -5.128 0.1076
H 2.292 4.576 -3.555 0.1175
H 1.732 6.258 -3.466 0.1128
H 4.614 6.809 -1.507 0.1147
H 4.776 5.084 -1.106 0.1073
```

=====

> What is the formula in the third record?

C38H35F6N3O6PdS4